[1]
Molecular formula: C17H39F6O9Y
Method: DFT, ωB97M-V/def2-TZVPD

As for the relative energy (zero: lowest compared OMol25 entry of this formula, charge and spin): 7.04 kcal/mol. Its lowest unoccupied orbital energy is 0.1167 eV. The total energy comes out at -1985.9854 Ha.

Each line ends with the Löwdin charge.
Positions of all 72 atoms, in Å:
Y  0.461  0.263  -0.169  1.67
C  2.395  1.484  2.482  -0.43
O  1.190  2.097  3.078  -0.15
O  2.054  0.948  1.345  -0.20
C  3.508  2.524  2.400  -0.57
F  3.080  3.727  2.003  0.16
F  4.080  2.694  3.610  0.13
F  4.467  2.128  1.562  0.16
C  1.271  2.721  4.339  -0.26
C  -0.138  3.078  4.752  -0.07
H  -0.647  3.724  4.038  0.08
H  -0.709  2.144  4.847  0.07
H  -0.202  3.513  5.750  0.08
H  1.900  3.609  4.302  0.12
H  1.681  2.030  5.087  0.13
H  2.700  0.714  3.224  0.16
C  -1.955  -1.919  -1.724  -0.46
O  -1.398  -2.649  -2.806  -0.07
O  -1.134  -0.977  -1.279  -0.23
C  -3.362  -1.402  -2.052  -0.56
F  -3.997  -0.992  -0.945  0.13
F  -3.345  -0.323  -2.875  0.12
F  -4.105  -2.337  -2.652  0.16
C  -1.345  -2.004  -4.050  -0.28
C  -0.519  -2.837  -5.015  -0.07
H  -0.853  -3.883  -5.021  0.08
H  -0.690  -2.522  -6.046  0.08
H  0.541  -2.848  -4.770  0.06
H  -0.856  -1.019  -4.003  0.11
H  -2.326  -1.797  -4.489  0.11
H  -2.154  -2.697  -0.955  0.16
C  1.865  0.985  -3.253  -0.32
O  1.542  1.224  -1.945  -0.44
H  1.003  0.621  -3.849  0.05
H  2.246  1.877  -3.787  0.06
H  2.681  0.246  -3.394  0.06
C  1.659  -2.519  3.053  -0.06
C  0.486  -1.573  2.931  -0.27
O  0.013  -1.450  1.583  -0.15
H  1.418  -3.463  2.556  0.08
H  1.877  -2.710  4.102  0.08
H  2.538  -2.121  2.543  0.08
H  0.713  -0.578  3.315  0.10
H  -0.310  -1.945  3.589  0.12
H  -0.563  -2.208  1.439  0.11
C  -3.131  0.441  1.507  -0.07
C  -2.030  0.896  2.431  -0.27
O  -0.848  1.205  1.684  -0.18
H  -2.922  -0.540  1.087  0.06
H  -3.294  1.126  0.674  0.08
H  -4.084  0.390  2.038  0.09
H  -1.821  0.127  3.185  0.11
H  -2.328  1.794  2.983  0.11
H  -0.219  1.706  2.252  0.06
C  -1.470  3.616  -2.765  -0.07
C  -1.701  2.225  -2.208  -0.26
O  -1.067  2.115  -0.904  -0.18
H  -1.670  3.631  -3.839  0.08
H  -0.434  3.916  -2.612  0.08
H  -2.119  4.355  -2.290  0.07
H  -1.196  1.476  -2.810  0.10
H  -2.763  2.010  -2.111  0.11
H  -1.577  2.636  -0.276  0.09
C  2.063  -3.408  -2.060  -0.06
C  1.694  -2.989  -0.657  -0.26
O  2.005  -1.580  -0.496  -0.16
H  3.124  -3.266  -2.277  0.08
H  1.466  -2.842  -2.772  0.06
H  1.900  -4.477  -2.225  0.09
H  2.238  -3.545  0.107  0.11
H  0.621  -3.128  -0.524  0.10
H  2.804  -1.469  0.030  0.10

[2]
Molecular formula: C15H34NO4PSTa
Method: DFT, ωB97M-V/def2-TZVPD

As for the relative energy (zero: lowest compared OMol25 entry of this formula, charge and spin): 188.60 kcal/mol. Its lowest unoccupied orbital energy is 2.1169 eV. The total energy comes out at -1743.8037 Ha. As for the net charge: -1.

Each line ends with the natural charge from an NBO analysis.
Positions of all 57 atoms, in Å:
C  4.847  3.701  1.452  -0.42
C  4.763  2.437  0.797  0.00
C  4.258  1.040  0.037  -1.02
Ta  2.143  1.195  -0.905  2.39
O  2.693  3.128  -1.769  -1.03
C  1.387  2.302  0.970  -1.00
C  1.529  1.410  2.376  -0.41
C  0.030  0.918  2.860  -0.63
C  1.630  -0.931  -0.032  -0.62
O  1.614  -1.992  -1.050  -0.57
C  1.564  -3.340  -0.453  -0.06
C  0.057  -3.863  -0.076  -0.44
C  -0.515  -3.305  1.375  -0.64
O  0.299  1.346  -1.972  -0.84
C  -0.891  1.288  -1.119  -0.08
C  -2.275  0.947  -1.994  -0.23
N  -2.802  -0.451  -1.761  -0.65
C  -4.296  -0.470  -1.480  -0.24
C  -4.628  -0.667  0.143  0.09
C  -4.476  0.738  1.002  -0.66
O  -6.018  -1.128  0.348  -0.74
P  3.173  0.080  -3.059  0.21
S  4.462  -1.329  -2.631  -0.70
H  4.702  4.833  1.795  0.27
H  4.400  0.117  0.771  0.26
H  5.063  0.866  -0.827  0.29
H  3.627  2.961  -2.120  0.47
H  0.309  2.750  0.921  0.22
H  2.114  3.234  1.140  0.27
H  1.939  2.140  3.227  0.20
H  2.315  0.546  2.293  0.21
H  0.069  0.590  3.983  0.20
H  -0.670  1.872  2.777  0.20
H  -0.420  0.067  2.191  0.20
H  2.437  -1.229  0.797  0.18
H  0.604  -0.896  0.527  0.17
H  2.045  -4.173  -1.161  0.20
H  2.199  -3.388  0.547  0.17
H  0.110  -5.030  0.022  0.20
H  -0.756  -3.620  -0.887  0.22
H  -0.813  -4.233  2.033  0.20
H  -1.519  -2.683  1.218  0.20
H  0.293  -2.690  1.986  0.22
H  -1.073  2.400  -0.723  0.17
H  -0.803  0.614  -0.168  0.18
H  -2.141  1.220  -3.147  0.21
H  -3.120  1.688  -1.591  0.16
H  -2.300  -0.826  -0.926  0.36
H  -4.882  0.449  -1.933  0.20
H  -4.750  -1.428  -2.029  0.18
H  -3.866  -1.441  0.609  0.16
H  -3.496  0.791  1.654  0.23
H  -5.378  0.769  1.757  0.23
H  -4.551  1.685  0.308  0.21
H  -6.269  -1.655  -0.468  0.47
H  3.914  1.110  -3.762  -0.02
H  2.117  -0.463  -3.876  0.01

[3]
Molecular formula: C23H22NOS
Method: DFT, ωB97M-V/def2-TZVPD

As for the relative energy (zero: lowest compared OMol25 entry of this formula, charge and spin): 17.29 kcal/mol. Its lowest unoccupied orbital energy is -4.1057 eV. The total energy comes out at -1417.4703 Ha. As for the net charge: +1.

Each line ends with the natural charge from an NBO analysis.
Positions of all 48 atoms, in Å:
C  -0.611  1.717  4.578  -0.25
O  -0.888  1.794  3.179  -0.59
C  -0.903  0.687  2.336  0.11
C  -2.065  -0.260  2.497  -0.02
C  -2.263  -0.924  3.724  -0.23
C  -3.353  -1.781  3.889  -0.21
C  -4.222  -2.055  2.828  -0.18
C  -4.003  -1.419  1.607  -0.21
C  -2.979  -0.489  1.454  -0.23
C  0.430  0.231  2.053  0.11
N  0.868  -1.068  1.955  -0.35
C  0.024  -2.164  1.480  -0.41
C  2.240  -1.233  2.171  0.10
C  2.869  -0.018  2.456  -0.15
C  4.225  0.039  2.778  -0.22
C  4.968  -1.142  2.777  -0.20
C  4.341  -2.363  2.502  -0.18
C  2.969  -2.430  2.197  -0.22
S  1.759  1.326  2.377  0.46
H  -0.518  2.766  4.877  0.21
H  -1.456  1.253  5.093  0.19
H  0.325  1.194  4.790  0.18
H  -1.554  -0.785  4.545  0.22
H  -3.520  -2.264  4.852  0.23
H  -5.071  -2.743  2.957  0.23
H  -4.647  -1.649  0.751  0.23
H  -2.877  0.087  0.538  0.22
H  0.662  -2.966  1.095  0.23
H  -0.591  -2.588  2.278  0.23
H  -0.616  -1.813  0.668  0.23
H  4.671  0.999  3.020  0.23
H  6.039  -1.110  2.993  0.24
H  4.942  -3.275  2.535  0.24
H  2.481  -3.388  2.003  0.23
C  -1.450  2.226  0.902  -0.12
C  -2.659  2.657  1.512  -0.17
C  -3.899  2.867  0.945  -0.17
C  -4.311  2.827  -0.384  -0.17
C  -3.569  2.413  -1.476  -0.18
C  -2.283  1.875  -1.472  -0.19
C  -1.383  1.723  -0.420  -0.12
H  -0.513  2.665  1.257  0.23
H  -2.651  2.829  2.591  0.25
H  -4.686  3.143  1.660  0.23
H  -5.330  3.159  -0.604  0.23
H  -4.073  2.500  -2.442  0.23
H  -1.922  1.564  -2.458  0.23
H  -0.434  1.233  -0.656  0.21

[4]
Molecular formula: C3H12NS
Method: DFT, ωB97M-V/def2-TZVPD

As for the relative energy (zero: lowest compared OMol25 entry of this formula, charge and spin): 27.46 kcal/mol. Its expectation value of S² is 0.753. Its lowest unoccupied orbital energy (alpha / beta) is -7.7086 / -12.8601 eV. The total energy comes out at -573.6765 Ha. The multiplicity is 2. As for the net charge: +2.

Each line ends with the natural charge from an NBO analysis.
Positions of all 17 atoms, in Å:
C  1.057  2.356  1.195  -0.43
N  1.298  0.964  0.937  -0.65
H  0.477  2.606  2.060  0.27
H  0.595  2.679  0.287  0.23
H  2.086  2.783  1.285  0.26
H  1.437  0.315  1.667  0.45
H  0.413  0.641  0.447  0.39
H  2.120  0.887  0.358  0.45
C  0.146  -1.714  -1.508  -0.82
S  -0.834  -0.280  -0.961  0.83
C  -2.248  -1.171  -0.282  -0.82
H  -0.002  -1.929  -2.536  0.32
H  1.255  -1.599  -1.605  0.30
H  -0.134  -2.530  -0.729  0.29
H  -3.157  -0.492  -0.553  0.32
H  -2.015  -1.343  0.768  0.30
H  -2.493  -2.172  -0.830  0.32